Molecular formula: C3H13NO2
Method: DFT, the ωB97M-V functional and the def2-TZVPD basis

HOMO energy (spin up / spin down) = -14.6 / -14.6 eV
electronic energy = -326.9154 hartree
energy above the lowest of the compared OMol25 structures with the same formula, charge and spin = 61.92 kcal/mol
2S+1 = 2
frontier orbital gap (spin up / spin down) = 10.86 / 4.72 eV
charge = +1
expectation value of S² = 0.755

Geometry as XYZ:
```
19
Properties=species:S:1:pos:R:3:forces:R:3
C -0.8382 0.0506 -2.4769 -2.352 -1.292 -0.636
C 0.4430 0.0857 -1.5664 1.113 0.399 1.456
C 0.2017 1.2299 -0.5790 1.633 2.308 -0.996
N 0.8172 -1.1378 -0.8374 -5.952 0.577 0.424
H -1.0557 0.9304 -3.1670 1.314 -0.891 1.029
H -0.9967 -0.8757 -3.0795 0.703 0.646 0.271
H -1.7565 0.0335 -1.8117 1.224 0.102 -0.281
H 1.3878 0.0673 -2.0689 0.727 1.455 -1.851
H 0.9697 1.6246 0.1461 -0.061 -0.897 -1.128
H -0.1174 2.1363 -1.1734 0.426 -0.978 0.575
H -0.6066 1.0106 0.0325 -1.827 -0.700 1.111
H 0.5502 -2.0267 -1.2451 1.448 -0.745 -1.048
H 0.1507 -1.1385 -0.0378 1.542 -0.030 1.038
H -2.5557 1.1699 1.7699 -0.463 0.726 -1.056
H -2.7642 -0.2412 2.3964 0.769 2.404 0.507
O -2.3996 0.6989 2.5668 -0.350 -3.133 0.498
H 2.5487 -1.6014 1.9481 0.843 -1.517 -0.433
H 1.6154 -0.4772 1.4524 1.279 -0.554 1.834
O 2.1583 -0.8045 2.2375 -2.016 2.119 -1.316
```
Forces are in eV/Å.

Molecular formula: C3H13NO2S
Method: DFT, the ωB97M-V functional and the def2-TZVPD basis

HOMO energy = -8.6 eV
electronic energy = -725.4519 hartree
energy above the lowest of the compared OMol25 structures with the same formula, charge and spin = 43.59 kcal/mol
frontier orbital gap = 9.13 eV
charge = 0
SMILES string = CNCCS.O.O

Geometry as XYZ:
```
20
Properties=species:S:1:pos:R:3:forces:R:3
C 1.8281 -0.0148 -0.5496 -0.981 0.662 0.098
N 1.0603 -1.1098 0.0273 -0.859 -0.206 0.740
C -0.2685 -0.7188 0.5349 0.725 1.747 2.232
C -1.0669 0.2104 -0.3703 -1.330 -2.761 -0.624
S -2.8095 -0.3190 -0.5055 0.037 -0.365 -0.313
H 1.2049 0.3065 -1.4217 1.223 -0.319 0.265
H 1.8832 0.9367 0.0659 0.268 -1.060 -0.130
H 2.8146 -0.3985 -0.8242 -0.196 0.429 -0.142
H 1.4595 -1.6276 0.8061 0.708 0.483 -0.305
H -0.1594 -0.0504 1.4556 0.392 -0.652 -0.605
H -0.7867 -1.5744 1.0112 0.012 0.221 -1.187
H -0.6803 0.3483 -1.3470 0.391 -0.335 -0.961
H -1.2079 1.1616 -0.0115 0.184 2.268 1.295
H -2.5156 -1.5136 -1.0596 -0.133 0.160 0.102
O -0.2146 4.2867 2.6573 0.434 0.176 0.649
H -0.8085 4.0047 1.9924 -1.791 -0.790 -0.632
H 0.4593 4.5676 2.0556 1.356 0.613 -0.022
O -0.4397 -2.8237 -1.3293 -5.298 -2.018 -4.149
H 0.3360 -2.6606 -0.9720 5.834 1.922 3.837
H -0.0882 -3.0113 -2.2157 -0.976 -0.172 -0.147
```
Forces are in eV/Å.

Molecular formula: C3H13NO2S
Method: DFT, the ωB97M-V functional and the def2-TZVPD basis

HOMO energy = -9.3 eV
electronic energy = -725.4977 hartree
energy above the lowest of the compared OMol25 structures with the same formula, charge and spin = 14.86 kcal/mol
frontier orbital gap = 9.84 eV
charge = 0
SMILES string = C[C@H](N)CS.O.O

Geometry as XYZ:
```
20
Properties=species:S:1:pos:R:3:forces:R:3
C -0.2678 1.3205 1.9145 -0.454 -1.633 0.940
C -0.5124 -0.0834 1.3067 -0.825 0.054 -0.207
N -1.1889 -0.9782 2.2904 1.533 0.390 0.456
C 0.7120 -0.6323 0.5472 -1.017 0.599 0.040
S 0.0540 -1.9408 -0.5525 0.575 -0.149 0.016
H -0.1982 2.1792 1.2596 -0.138 -0.166 -0.311
H -1.0650 1.3931 2.6537 -0.295 0.690 -0.213
H 0.6135 1.2678 2.5441 0.559 0.092 -0.054
H -1.3282 -0.0751 0.5904 0.147 0.867 -0.746
H -0.6586 -0.9101 3.1598 -0.164 -0.207 0.075
H -1.0588 -1.9343 1.9687 -0.186 -0.028 -0.015
H 1.4947 -1.0048 1.1968 0.103 -0.106 0.087
H 1.0611 0.2271 -0.0366 0.244 -0.418 -0.066
H 1.0132 -2.8579 -0.3456 -0.068 0.065 -0.095
O 1.0577 2.1949 -1.8054 0.372 -0.138 0.891
H 0.5530 2.6333 -2.4837 -0.139 -0.133 -0.540
H 1.5019 1.4254 -2.1749 -0.250 0.221 -0.345
O -0.5415 -0.3807 -4.1382 0.202 -0.465 0.250
H -1.3027 -0.9531 -4.3387 0.594 0.217 0.285
H 0.0611 -0.8905 -3.5564 -0.790 0.246 -0.449
```
Forces are in eV/Å.

Molecular formula: C3H13NO2S2
Method: DFT, the ωB97M-V functional and the def2-TZVPD basis

HOMO energy = -8.9 eV
electronic energy = -1123.6862 hartree
energy above the lowest of the compared OMol25 structures with the same formula, charge and spin = 17.62 kcal/mol
frontier orbital gap = 9.38 eV
charge = 0
SMILES string = NCCCSS.O.O

Geometry as XYZ:
```
21
Properties=species:S:1:pos:R:3:forces:R:3
N 2.1481 0.8117 -0.0002 -0.395 -0.094 -0.196
C 0.8888 1.0133 0.7255 0.245 -0.741 0.067
C 0.5670 -0.2379 1.5817 -0.411 0.461 0.007
C -0.7854 -0.8891 1.2379 0.107 0.248 -0.646
S -2.0957 -0.6005 2.4540 0.157 -0.069 0.465
S -3.4206 0.7243 1.6804 -0.308 0.007 -0.523
H 2.3656 1.6221 -0.5653 0.186 0.092 0.080
H 2.8925 0.6692 0.6668 0.239 0.043 -0.081
H 0.1018 1.1242 -0.0146 -0.137 0.314 -0.063
H 0.9211 1.8936 1.3699 -0.162 0.156 -0.046
H 0.5408 0.1064 2.6126 0.091 -0.341 0.257
H 1.3523 -0.9852 1.4780 0.144 0.096 -0.041
H -0.7208 -1.9685 1.1187 0.121 -0.092 0.224
H -1.1107 -0.5288 0.2581 -0.241 -0.094 0.147
H -2.8128 1.9099 1.8322 0.227 0.032 0.220
O 0.9832 0.4040 -3.1805 0.119 0.359 -0.061
H 1.0534 0.3317 -2.2213 0.094 -0.209 0.046
H 0.6565 -0.4343 -3.5070 0.031 -0.001 -0.012
O -1.2401 -1.6963 -2.1590 -0.281 -0.111 0.801
H -0.3666 -1.7290 -2.5470 -0.186 -0.084 -0.366
H -1.9184 -1.5407 -2.8207 0.361 0.030 -0.279
```
Forces are in eV/Å.

Molecular formula: C3H13NO3
Method: DFT, the ωB97M-V functional and the def2-TZVPD basis

HOMO energy (spin up / spin down) = -3.9 / -4.7 eV
electronic energy = -402.4579 hartree
energy above the lowest of the compared OMol25 structures with the same formula, charge and spin = 40.49 kcal/mol
2S+1 = 2
frontier orbital gap (spin up / spin down) = 7.94 / 7.89 eV
charge = -1
expectation value of S² = 0.755

Geometry as XYZ:
```
20
Properties=species:S:1:pos:R:3:forces:R:3
C -0.1111 -0.3043 0.3444 1.868 0.537 -0.730
O 1.1062 -0.8958 -0.1618 -0.098 0.712 1.142
C 0.0409 0.5812 1.6042 1.611 2.171 -1.904
C -1.0852 1.6358 1.8182 -1.575 -2.438 0.985
N 1.3405 1.2250 1.4732 0.844 0.168 -0.177
H -0.7597 -1.1120 0.5934 -1.259 -0.323 -0.224
H -0.3924 0.4053 -0.4394 -1.026 -0.398 0.070
H 1.9273 1.2591 2.3180 -0.771 -0.015 -0.290
H 0.2623 -0.1129 2.4885 -0.834 -0.657 0.858
H -0.9887 2.4546 1.0667 -0.293 -0.812 0.526
H -2.1207 0.9810 1.7473 2.257 2.062 -0.049
H -1.0435 2.0526 2.8762 -0.006 -0.368 -1.312
H 0.2633 -0.9266 3.0283 0.117 -0.801 0.851
H 1.8516 0.6251 0.8052 -0.091 0.238 0.186
H -0.8590 -1.0126 -2.1487 -0.828 0.311 -0.506
H -2.1191 -0.4962 -2.9476 0.091 0.054 -0.505
O -1.8458 -0.7264 -2.0669 0.331 -0.442 0.669
H 1.0701 -0.9077 -1.2825 -0.900 0.002 0.598
H 1.2374 -1.7563 -2.7975 0.302 -0.788 -0.411
O 0.6422 -1.0658 -2.5490 0.259 0.790 0.222
```
Forces are in eV/Å.

Molecular formula: C3H13NO3
Method: DFT, the ωB97M-V functional and the def2-TZVPD basis

HOMO energy = -7.6 eV
electronic energy = -402.4684 hartree
energy above the lowest of the compared OMol25 structures with the same formula, charge and spin = 70.30 kcal/mol
frontier orbital gap = 7.94 eV
charge = 0
SMILES string = C=C(C)N.O.O.O

Geometry as XYZ:
```
20
Properties=species:S:1:pos:R:3:forces:R:3
C -0.3489 1.4249 2.6674 0.124 0.085 -1.221
C 0.3603 1.2000 1.4807 1.069 1.003 2.130
C 0.0580 0.2047 0.4167 0.572 0.155 -1.018
N 1.6017 1.8956 1.4395 -2.371 0.619 -0.105
H -0.2565 2.4499 3.1525 0.325 -1.781 -0.215
H -0.9178 0.6136 3.1776 -0.220 1.099 -0.992
H -0.9572 0.2780 -0.0137 0.348 -0.147 0.747
H 0.2422 -0.7133 0.9643 -0.236 -0.797 -0.676
H 0.7324 0.3131 -0.4912 -0.429 -0.247 1.380
H 2.5140 1.7794 1.0688 -0.042 -0.790 -1.074
H 1.6077 2.3564 2.3056 0.860 0.799 1.023
O 1.2036 -1.2158 -3.7787 -1.149 -0.378 -0.019
H 0.4243 -1.4920 -4.2829 0.499 0.126 -0.943
H 0.7473 -1.3211 -2.9413 0.650 0.241 0.974
O -5.5747 2.6868 -1.2612 -0.504 -4.796 0.278
H -4.8331 2.8917 -0.7372 1.640 1.557 1.015
H -5.4640 1.6483 -1.0326 -1.131 3.241 -1.284
O 3.1828 -4.7813 -0.5269 -0.159 -0.250 -0.885
H 2.4652 -5.2902 -0.0920 0.667 0.340 -1.039
H 3.2126 -4.9287 -1.5152 -0.515 -0.080 1.924
```
Forces are in eV/Å.

Molecular formula: C3H13NO3
Method: DFT, the ωB97M-V functional and the def2-TZVPD basis

HOMO energy = -9.5 eV
electronic energy = -402.5424 hartree
energy above the lowest of the compared OMol25 structures with the same formula, charge and spin = 23.88 kcal/mol
frontier orbital gap = 10.01 eV
charge = 0
SMILES string = CNCCO.O.O

Geometry as XYZ:
```
20
Properties=species:S:1:pos:R:3:forces:R:3
C 2.0438 2.1457 -0.5068 0.720 -0.533 0.090
N 1.4453 0.8185 -0.3879 -0.485 0.285 -0.085
C 0.9022 0.5762 0.9485 0.092 -0.498 -0.657
C 0.4343 -0.8873 1.0628 0.350 -0.666 0.405
O 0.8326 -1.7136 -0.0234 -0.218 0.180 -0.197
H 2.7889 2.2617 0.2840 -0.162 0.038 0.145
H 1.3324 2.9657 -0.4337 -0.113 0.196 -0.085
H 2.6365 2.1941 -1.4220 -0.358 0.176 -0.174
H 0.6665 0.7515 -1.0367 0.141 -0.047 -0.154
H 1.7422 0.7644 1.6077 -0.146 0.107 0.482
H 0.0391 1.2001 1.1789 0.120 0.407 0.215
H 0.8813 -1.3456 1.9472 -0.193 0.206 0.345
H -0.6522 -0.9606 1.1639 0.150 0.156 -0.117
H 1.5806 -1.2562 -0.4333 -0.030 0.021 -0.164
O -2.2987 -2.2754 -0.5071 -0.006 -0.059 -0.005
H -2.4950 -1.9293 0.3703 0.057 -0.002 -0.177
H -1.3347 -2.2762 -0.5783 0.020 0.036 0.074
O -2.5232 1.2266 -0.3904 0.145 0.298 -0.036
H -2.5634 2.1049 0.0034 -0.037 -0.054 0.137
H -2.5388 1.4169 -1.3347 -0.047 -0.248 -0.044
```
Forces are in eV/Å.

Molecular formula: C3H13NO3
Method: DFT, the ωB97M-V functional and the def2-TZVPD basis

HOMO energy = -8.4 eV
electronic energy = -402.4910 hartree
energy above the lowest of the compared OMol25 structures with the same formula, charge and spin = 56.10 kcal/mol
frontier orbital gap = 8.94 eV
charge = 0
SMILES string = C/C=C/N.O.O.O

Geometry as XYZ:
```
20
Properties=species:S:1:pos:R:3:forces:R:3
C -0.6638 0.4319 1.3712 1.315 2.227 -1.874
C 0.5712 -0.0849 0.6307 2.391 -0.115 1.290
C 1.7938 -0.3782 1.1628 0.030 2.092 -0.324
N 2.9814 -0.7232 0.3928 -0.870 0.286 0.226
H -1.4939 -0.1324 1.0481 -1.147 -1.230 0.786
H -1.0336 1.4367 0.9481 1.071 -1.034 0.400
H -0.4343 0.6488 2.4197 -0.505 -0.751 -0.104
H 0.7359 -0.1345 -0.4200 -1.378 -0.029 -1.234
H 1.9574 -0.0186 2.1763 0.334 -0.879 0.248
H 3.8969 -0.2874 0.5846 -1.159 -0.221 0.576
H 2.8121 -0.5738 -0.5949 -0.066 -0.191 -0.016
O -3.8405 1.8612 -0.1442 -2.524 -1.745 -1.083
H -4.5286 1.8201 -0.8713 0.867 -0.555 1.405
H -3.4475 2.6442 -0.4263 1.683 2.283 -0.305
O 0.7565 -3.2958 0.0485 -0.703 -5.625 -0.306
H 1.0014 -2.5034 -0.2405 1.710 5.127 -1.932
H 0.3764 -3.1327 0.8697 -1.034 0.327 2.247
O -0.7679 0.8871 -2.8306 -3.315 -0.305 -1.531
H -0.6979 0.5381 -3.7340 0.605 0.236 0.774
H 0.0251 0.9966 -2.3907 2.695 0.102 0.757
```
Forces are in eV/Å.